(1)
{
  "formula": "C4H14N3",
  "method": "ωB97M-V/def2-TZVPD",
  "total_charge": 1,
  "largest_force_ev_per_a": 4.4,
  "orbital_gap_ev": 10.51,
  "multiplicity": 1,
  "e_homo_ev": -13.4,
  "symbols": ["C", "C", "C", "C", "N", "N", "N", "H", "H", "H", "H", "H", "H", "H", "H", "H", "H", "H", "H", "H", "H"],
  "positions_angstrom": [[-0.2457, 2.1049, 2.6190], [0.3024, -1.6804, -3.3443], [0.4572, 1.3501, 1.5872], [-0.1049, -1.0811, -1.9990], [0.2524, -0.1180, 1.6310], [0.8070, -0.5286, -1.2257], [-1.3466, -1.0908, -1.6770], [-0.2839, 3.1979, 2.3499], [-1.2407, 1.7353, 2.8962], [0.5186, 2.1741, 3.4119], [-0.4735, -2.3622, -3.5473], [1.2782, -2.1498, -3.6160], [1.4476, 1.7667, 1.3261], [-0.0040, 1.5829, 0.5777], [0.1700, -0.8126, -4.0396], [-0.6966, -0.0804, 2.0314], [1.7380, -0.3049, -1.5300], [0.6057, -0.3898, -0.2981], [-1.5269, -0.6016, -0.7541], [0.8066, -0.7223, 2.2803], [-2.0404, -1.6509, -2.1447]],
  "atomic_forces_ev_per_a": [[1.2, 2.5, 1.4], [-0.1, 1.8, -0.4], [-0.1, 0.0, -4.2], [3.8, -0.8, -2.0], [-0.2, -0.4, 0.9], [0.1, -0.5, -2.7], [-1.3, 1.1, 2.9], [-0.4, -1.1, -0.1], [0.4, 0.1, 0.1], [-1.1, -0.4, 0.8], [-0.8, -1.0, -0.7], [-0.6, 0.6, 1.2], [0.1, -0.9, 1.0], [-0.1, 0.0, 0.8], [0.1, -0.7, 0.2], [0.5, -1.0, -0.2], [0.0, -0.4, -0.3], [-0.7, 0.8, 3.5], [-0.5, -1.0, -1.6], [-0.4, 1.3, -0.5], [-0.1, 0.1, 0.1]]
}

***

(2)
{
  "formula": "C41H54As3Cl2HgN5O4",
  "method": "ωB97M-V/def2-TZVPD",
  "total_charge": -1,
  "largest_force_ev_per_a": 3.1,
  "orbital_gap_ev": [6.85, 6.84],
  "multiplicity": 2,
  "e_homo_ev": [-4.7, -4.8],
  "symbols": ["Hg", "Cl", "C", "C", "C", "N", "C", "O", "C", "C", "C", "C", "C", "N", "C", "C", "C", "Cl", "N", "C", "O", "C", "C", "C", "C", "C", "N", "H", "H", "H", "H", "H", "H", "H", "H", "H", "H", "C", "As", "C", "C", "C", "C", "C", "As", "C", "C", "C", "As", "C", "C", "H", "H", "H", "H", "H", "H", "H", "H", "H", "H", "H", "H", "H", "H", "H", "H", "H", "H", "H", "H", "H", "H", "H", "H", "H", "H", "H", "O", "N", "C", "C", "C", "C", "C", "C", "C", "C", "C", "C", "C", "C", "O", "H", "H", "H", "H", "H", "H", "H", "H", "H", "H", "H", "H", "H", "H", "H", "H", "H"],
  "positions_angstrom": [[0.9653, 0.2470, 0.5539], [5.9563, -4.8351, 0.2183], [4.7501, -3.6707, -0.2674], [4.0058, -3.0381, 0.7158], [3.0251, -2.0972, 0.4003], [2.2808, -1.4077, 1.3702], [2.2119, -1.7593, 2.6513], [2.6408, -2.7808, 3.2003], [1.5181, -0.7430, 3.5762], [1.2636, -1.1046, 4.8897], [0.6471, -0.1873, 5.7240], [0.3129, 1.0668, 5.2282], [0.6149, 1.3481, 3.9060], [1.2065, 0.4627, 3.1101], [2.8035, -1.7778, -0.9669], [3.5602, -2.4372, -1.9347], [4.5218, -3.3739, -1.5994], [5.4180, -4.1481, -2.8825], [1.9287, -0.7395, -1.3256], [1.2702, -0.8036, -2.4923], [1.0605, -1.7932, -3.1990], [0.7598, 0.5337, -3.0272], [-0.2657, 0.5271, -3.9661], [-0.6454, 1.7254, -4.5473], [0.0093, 2.8882, -4.1719], [1.0039, 2.8029, -3.2080], [1.3794, 1.6516, -2.6481], [4.1729, -3.2890, 1.7507], [1.5477, -2.0956, 5.2148], [0.4312, -0.4441, 6.7556], [-0.1745, 1.8100, 5.8456], [0.3835, 2.3094, 3.4556], [3.3891, -2.2118, -2.9780], [-0.7143, -0.4194, -4.2369], [-1.4342, 1.7524, -5.2906], [-0.2445, 3.8461, -4.6089], [1.5203, 3.6954, -2.8604], [-1.1730, -3.3687, -2.8027], [-1.1757, -2.2623, -1.1857], [0.5897, -2.7830, -0.5366], [-2.1597, -3.4765, 0.0452], [-3.6880, -3.3399, 0.0496], [-4.2401, -3.4220, -1.3808], [-4.0651, -1.9931, 0.6681], [-2.9670, -0.4751, 0.1907], [-3.3264, 0.0976, -1.6159], [-3.7960, 0.8992, 1.2511], [-4.3683, -4.4669, 0.8588], [-3.8897, -5.0706, 2.6800], [-2.1053, -5.8400, 2.4097], [-3.3164, -3.4610, 3.6340], [-1.0860, -4.4274, -2.5523], [-0.3064, -3.0583, -3.3892], [-2.0688, -3.2062, -3.3977], [0.6491, -3.8702, -0.4803], [0.7569, -2.3526, 0.4523], [1.3522, -2.3987, -1.2164], [-1.7790, -3.2243, 1.0380], [-1.8527, -4.5043, -0.1660], [-3.8737, -2.5930, -1.9936], [-5.3337, -3.3850, -1.3789], [-3.9292, -4.3523, -1.8640], [-3.9795, -2.0137, 1.7508], [-5.0876, -1.7021, 0.4256], [-4.4054, 0.0498, -1.7532], [-2.8135, -0.5437, -2.3272], [-2.9757, 1.1229, -1.7236], [-4.8771, 0.8050, 1.1873], [-3.4841, 1.8754, 0.8947], [-3.4627, 0.7599, 2.2754], [-4.2924, -5.3980, 0.2881], [-5.4378, -4.2519, 0.9288], [-2.1024, -6.4894, 1.5342], [-1.8779, -6.4467, 3.2856], [-1.3325, -5.0809, 2.2970], [-4.1711, -2.8260, 3.8677], [-2.5610, -2.8716, 3.1138], [-2.8940, -3.8144, 4.5758], [-1.5249, -0.9658, 2.1791], [-1.2420, -0.7557, 0.9711], [4.3114, 2.6352, 1.2907], [3.3946, 2.4168, 0.0853], [4.1988, 2.0813, -1.1717], [2.4559, 3.6003, -0.1060], [3.0045, 4.8154, -0.5114], [2.2424, 5.9616, -0.6829], [0.8829, 5.8870, -0.4010], [0.2856, 4.7014, 0.0107], [-1.1922, 4.7230, 0.3657], [-1.4308, 4.3766, 1.8413], [-2.0339, 3.8335, -0.5565], [1.0624, 3.5140, 0.1338], [0.4364, 2.4023, 0.4574], [4.9403, 1.7554, 1.4616], [3.7258, 2.8157, 2.1962], [4.9653, 3.4992, 1.1317], [2.8028, 1.5387, 0.3038], [4.8800, 2.8956, -1.4413], [3.5230, 1.8928, -2.0079], [4.7984, 1.1800, -1.0084], [4.0745, 4.8637, -0.6947], [2.6973, 6.8917, -1.0026], [0.2632, 6.7755, -0.4941], [-1.5285, 5.7525, 0.2191], [-1.1523, 3.3391, 2.0282], [-2.4832, 4.5186, 2.1122], [-0.8248, 5.0156, 2.4892], [-1.6931, 2.7993, -0.4774], [-1.9267, 4.1416, -1.5984], [-3.0979, 3.8952, -0.2944]],
  "atomic_forces_ev_per_a": [[0.2, 0.7, -0.2], [-0.1, 0.1, -0.1], [0.0, -0.1, -0.1], [-0.2, 0.1, 0.0], [0.5, 0.3, 0.4], [0.4, 0.4, -0.1], [0.1, 0.1, 0.3], [0.0, 0.0, -0.1], [0.1, 0.0, -0.3], [-0.1, -0.1, 0.2], [0.0, 0.0, 0.0], [0.0, 0.0, 0.0], [0.0, 0.0, 0.0], [-0.1, 0.0, -0.2], [1.9, 0.9, 0.0], [0.1, 0.2, 0.0], [0.1, -0.1, 0.0], [-0.1, 0.1, 0.1], [0.8, 1.1, -0.5], [0.4, 1.3, 0.0], [0.7, 0.2, -0.3], [0.0, 0.0, 0.2], [0.0, 0.0, -0.1], [-0.1, -0.1, 0.0], [0.0, 0.1, 0.1], [0.0, -0.1, 0.1], [-0.3, 0.0, -0.1], [0.0, 0.0, 0.0], [0.0, 0.0, 0.0], [0.0, 0.0, -0.1], [0.0, 0.0, 0.0], [0.0, -0.1, 0.0], [0.0, 0.0, 0.1], [0.0, 0.0, 0.0], [0.0, 0.0, 0.0], [0.0, 0.0, 0.0], [0.0, -0.1, 0.0], [-0.1, -0.3, -0.3], [0.9, -1.4, -0.3], [-1.4, -1.1, 0.0], [-0.1, -0.1, 0.1], [0.1, -0.2, 0.0], [0.0, 0.1, 0.0], [0.0, 0.0, -0.1], [-0.1, 0.4, -0.5], [-0.2, 0.2, -0.1], [0.1, 0.0, 0.1], [0.1, 0.1, -0.1], [0.0, -0.1, 0.1], [0.1, 0.0, 0.0], [0.1, 0.1, 0.1], [-0.1, 0.0, 0.0], [-0.3, -0.2, 0.2], [-0.2, -0.1, 0.0], [-0.1, -0.2, 0.0], [-0.4, -0.4, -0.4], [-2.3, -2.0, 0.5], [0.0, -0.1, 0.0], [0.0, 0.0, -0.1], [0.0, -0.1, 0.0], [0.0, 0.0, 0.0], [0.0, 0.1, 0.0], [0.0, 0.0, 0.1], [-0.1, 0.0, 0.0], [-0.1, 0.1, -0.1], [-0.1, 0.2, 0.1], [0.0, 0.1, 0.0], [-0.1, 0.0, 0.0], [0.0, 0.1, 0.0], [0.0, 0.0, 0.1], [0.0, 0.0, -0.1], [-0.1, 0.0, 0.0], [0.0, 0.0, 0.0], [0.0, 0.0, 0.0], [0.0, 0.0, 0.0], [0.0, 0.0, 0.0], [0.0, -0.1, 0.0], [0.0, 0.0, 0.0], [0.2, -0.3, 1.1], [-0.3, 0.9, 0.0], [0.0, 0.0, 0.1], [0.1, 0.3, -0.1], [0.1, 0.0, -0.1], [0.3, 0.0, -0.1], [0.0, 0.0, 0.0], [-0.1, -0.1, 0.1], [0.0, -0.1, 0.0], [0.0, 0.2, 0.0], [0.1, -0.2, 0.0], [0.0, 0.0, 0.0], [0.0, 0.0, 0.0], [0.0, -0.2, -0.1], [-0.2, -0.3, 0.3], [0.0, 0.1, 0.0], [0.0, 0.0, 0.0], [0.0, -0.1, 0.0], [0.0, -0.1, 0.0], [0.0, 0.0, 0.1], [0.1, 0.0, 0.2], [0.0, 0.1, 0.0], [0.0, 0.0, 0.0], [0.0, 0.0, 0.0], [0.0, 0.0, 0.0], [0.0, 0.1, 0.0], [0.0, 0.0, 0.0], [0.0, 0.0, 0.0], [0.0, 0.0, 0.0], [0.0, 0.0, 0.0], [0.0, 0.0, 0.0], [0.1, 0.0, 0.0]]
}

***

(3)
{
  "formula": "C33H57BrLuN2O2Si",
  "method": "ωB97M-V/def2-TZVPD",
  "total_charge": 1,
  "largest_force_ev_per_a": 1.2,
  "orbital_gap_ev": 8.58,
  "multiplicity": 1,
  "e_homo_ev": -11.1,
  "symbols": ["O", "O", "C", "C", "H", "H", "H", "H", "H", "C", "C", "H", "H", "H", "H", "H", "C", "C", "C", "H", "H", "H", "H", "H", "C", "H", "H", "H", "H", "H", "H", "N", "C", "C", "C", "C", "H", "H", "H", "C", "H", "H", "H", "N", "C", "C", "C", "C", "H", "C", "H", "C", "H", "C", "C", "C", "C", "C", "C", "H", "C", "H", "C", "H", "C", "C", "Lu", "H", "H", "H", "H", "H", "H", "H", "H", "H", "H", "H", "H", "H", "C", "Si", "H", "H", "C", "C", "C", "H", "H", "H", "H", "H", "H", "H", "H", "H", "Br"],
  "positions_angstrom": [[-0.2939, 1.1354, -1.7661], [-5.0203, 0.4043, -3.6286], [-0.6961, 2.5899, -1.7686], [0.4615, 3.4803, -2.1422], [-1.0402, 2.7831, -0.7470], [-1.5492, 2.6809, -2.4533], [1.3152, 3.3525, -1.4647], [0.1519, 4.5278, -2.0777], [0.7955, 3.2859, -3.1659], [0.1979, 0.6196, -3.0642], [-0.7758, 0.9529, -4.1700], [0.3130, -0.4642, -2.9407], [1.1910, 1.0536, -3.2332], [-1.7733, 0.5522, -3.9489], [-0.4371, 0.5045, -5.1110], [-0.8544, 2.0340, -4.3097], [-5.7050, -0.8470, -3.7925], [-5.4439, 1.4687, -4.4861], [-4.8647, -1.8668, -4.5476], [-6.6661, -0.7083, -4.3177], [-5.9034, -1.2028, -2.7705], [-4.6136, -1.5083, -5.5547], [-5.4462, -2.7890, -4.6503], [-3.9345, -2.1035, -4.0127], [-5.2913, 1.1814, -5.9748], [-4.8226, 2.3235, -4.1888], [-6.4996, 1.7118, -4.2761], [-4.2817, 0.8374, -6.2337], [-5.4877, 2.1074, -6.5219], [-6.0194, 0.4371, -6.3212], [-4.7336, 0.7218, -1.3419], [2.1782, -0.4250, 0.1598], [2.6896, -1.3438, 0.9993], [1.8814, -2.2219, 1.7334], [0.5513, -2.5911, 1.4817], [4.1833, -1.4406, 1.1666], [4.6559, -0.4597, 1.3085], [4.6466, -1.9336, 0.2993], [4.4070, -2.0549, 2.0474], [0.0503, -3.8585, 2.1195], [-0.4636, -4.5056, 1.3961], [-0.6352, -3.6419, 2.9536], [0.9051, -4.4138, 2.5178], [-0.3049, -1.8565, 0.7444], [3.0200, 0.2586, -0.7902], [3.3868, 1.5985, -0.5509], [3.0060, 2.2966, 0.7242], [4.1355, 2.2785, -1.5122], [4.4296, 3.3090, -1.3140], [4.5203, 1.6466, -2.6958], [5.0898, 2.1920, -3.4505], [4.1926, 0.3080, -2.8991], [4.5303, -0.2133, -3.7974], [3.4385, -0.3962, -1.9636], [3.1176, -1.8396, -2.2138], [-1.6222, -2.3558, 0.4157], [-2.6843, -2.1979, 1.3257], [-2.5038, -1.4427, 2.6074], [-3.9081, -2.8056, 1.0418], [-4.7147, -2.7113, 1.7685], [-4.1051, -3.5141, -0.1435], [-5.0774, -3.9568, -0.3609], [-3.0513, -3.6510, -1.0459], [-3.1834, -4.2155, -1.9701], [-1.8024, -3.0983, -0.7681], [-0.6620, -3.3024, -1.7155], [0.0643, 0.2231, 0.1372], [2.2456, 3.0741, 0.5547], [3.8899, 2.8036, 1.1414], [2.6243, 1.6215, 1.4996], [2.2249, -2.1933, -1.6809], [3.9560, -2.4924, -1.9218], [2.9451, -2.0002, -3.2877], [-3.4898, -1.2388, 3.0463], [-2.0040, -0.4725, 2.4607], [-1.9271, -2.0065, 3.3556], [0.2607, -3.6057, -1.2037], [-0.4505, -2.3932, -2.2999], [-0.9097, -4.0941, -2.4349], [2.3923, -2.7985, 2.5028], [-5.0171, 0.4288, -0.3127], [-6.5030, 1.3945, 0.3426], [-5.2354, -0.6492, -0.3398], [-4.1304, 0.5692, 0.3262], [-6.2534, 3.1694, -0.2300], [-6.6347, 1.3360, 2.2215], [-8.1159, 0.7316, -0.3745], [-8.9761, 1.3083, -0.0030], [-8.2749, -0.3206, -0.0984], [-8.1145, 0.7947, -1.4722], [-5.4250, 3.6412, 0.3154], [-7.1530, 3.7807, -0.0793], [-6.0036, 3.1861, -1.3002], [-5.6592, 1.4990, 2.7000], [-7.0189, 0.3661, 2.5684], [-7.3200, 2.1139, 2.5911], [-0.8146, 1.9415, 1.7950]],
  "atomic_forces_ev_per_a": [[-0.1, 0.7, -0.9], [-0.1, -0.1, -0.4], [-0.1, -0.4, -0.1], [0.2, 0.0, -0.1], [0.0, -0.1, -0.3], [0.3, -0.1, 0.3], [-0.2, -0.1, -0.2], [-0.1, -0.2, 0.0], [0.0, 0.1, 0.1], [0.0, 0.4, 0.1], [-0.2, -0.2, -0.1], [-0.1, 0.2, 0.1], [-0.2, -0.1, 0.1], [0.2, 0.1, 0.0], [0.0, 0.1, 0.2], [0.0, -0.2, -0.2], [0.1, 0.3, 0.1], [0.0, -0.3, 0.1], [0.0, 0.0, -0.1], [0.2, 0.1, 0.3], [-0.1, 0.0, -0.3], [0.0, -0.1, 0.3], [0.1, 0.0, 0.0], [-0.2, 0.1, -0.1], [0.0, 0.0, 0.0], [-0.2, -0.1, -0.1], [0.2, 0.0, 0.0], [-0.2, 0.1, 0.1], [0.0, -0.1, 0.0], [0.2, 0.1, 0.1], [-0.3, -0.1, 0.4], [-0.1, -0.2, -0.1], [-0.3, 0.7, -0.2], [0.4, -0.2, 0.1], [-1.1, 0.6, -0.1], [0.2, -0.2, 0.4], [-0.2, -0.2, -0.2], [-0.2, 0.2, 0.2], [0.0, 0.1, -0.3], [0.3, -0.3, 0.2], [0.0, 0.3, 0.2], [0.1, -0.1, -0.4], [-0.3, 0.1, 0.0], [0.4, 0.0, -0.2], [0.3, 0.2, 0.1], [-0.1, -0.4, -0.1], [0.1, 0.3, 0.4], [0.0, -0.2, -0.3], [-0.1, -0.2, -0.1], [0.0, 0.1, 0.2], [-0.1, -0.2, 0.3], [0.0, 0.2, -0.1], [-0.1, 0.2, 0.2], [0.0, 0.1, 0.3], [-0.1, -0.5, -0.3], [-0.1, -0.7, 0.3], [0.2, -0.2, -0.2], [-0.2, 0.3, 0.4], [0.0, 0.0, -0.3], [0.1, 0.0, -0.2], [0.1, 0.1, 0.1], [0.3, 0.1, 0.1], [-0.1, 0.1, 0.1], [0.0, 0.1, 0.2], [-0.1, 0.3, 0.3], [0.3, -0.3, -0.4], [0.5, -0.9, 0.5], [0.2, -0.2, 0.1], [-0.3, -0.1, -0.1], [0.1, 0.1, -0.2], [0.2, 0.2, 0.0], [-0.2, 0.2, -0.1], [0.1, 0.0, 0.3], [0.3, 0.0, -0.1], [-0.2, -0.4, 0.1], [-0.1, 0.2, -0.2], [-0.2, 0.1, -0.1], [0.0, -0.2, 0.2], [0.1, 0.2, 0.1], [-0.1, 0.0, -0.4], [0.2, -0.2, -0.1], [-0.1, 0.2, -0.2], [0.1, 0.2, 0.1], [-0.2, 0.0, 0.0], [0.0, 0.1, 0.0], [0.1, -0.1, 0.1], [0.1, -0.1, -0.1], [0.2, -0.1, -0.1], [0.0, 0.2, -0.1], [0.0, 0.0, 0.2], [-0.1, 0.0, -0.1], [0.2, -0.1, 0.0], [-0.1, 0.0, 0.2], [-0.2, 0.0, -0.1], [0.1, 0.2, -0.1], [0.2, -0.2, -0.1], [0.0, 0.3, 0.4]]
}